A 12-piece molecular cluster, C56H138Cl2O37P4 overall in a non-equilibrium geometry, computed with ωB97M-V/def2-TZVPD.

The geometry in XYZ format:
```
237
Properties=species:S:1:pos:R:3:forces:R:3
H -0.0537 -8.5719 3.6906 -0.3 -0.7 -0.3
C 2.4990 -4.6612 -8.2401 -0.2 -0.5 1.2
H -4.3704 0.6198 -1.1752 0.0 0.0 -0.1
H -3.1664 5.3649 3.8745 0.0 0.0 -0.1
H -8.2609 -1.3927 0.6269 0.5 -0.3 0.0
H -2.5526 -6.3744 1.1208 0.7 0.8 0.3
O 3.5040 -3.0770 -1.1890 -1.8 -0.1 0.0
H 2.6962 5.7222 3.8040 -0.2 -1.2 -0.1
H 2.6238 -6.6257 0.4101 -0.5 0.2 0.2
C 4.4779 5.6258 -2.5070 1.0 -1.2 1.6
C 1.5218 -5.3559 4.3515 -0.8 0.5 -2.2
O -3.2183 -0.3416 3.4318 -1.3 -1.5 0.2
H 3.1143 -9.4863 -0.0236 -0.4 0.3 0.8
C 4.4740 -3.2930 -5.6041 0.6 1.9 1.9
H 2.8070 1.9597 4.9852 -0.8 -0.5 0.5
H -3.4987 5.1976 -1.9100 -0.7 -1.1 0.2
H -7.1004 3.7072 2.2596 -1.0 -0.4 0.5
C 4.9104 0.9550 -0.7058 -0.6 1.6 -1.4
C 0.4926 3.2884 -1.6340 -1.0 1.0 -1.2
H 1.1581 6.7611 -2.2883 -0.3 0.3 -0.1
H 3.2646 -3.5883 0.8130 0.0 0.1 -0.1
C 3.7707 5.5465 3.7514 0.6 1.4 -0.2
C -0.5163 4.0687 -5.4170 1.2 -0.5 2.2
H 4.8983 4.1583 -7.0444 0.0 -0.3 -0.2
H 6.2308 4.8470 4.0426 -0.1 0.5 -0.1
H -0.1812 0.9160 1.2997 -0.4 0.0 -0.2
H 6.4541 2.7995 2.6383 0.0 0.3 -0.2
C -2.7583 -8.2562 2.9976 0.7 2.3 -0.4
C -6.9125 -3.3473 -4.1232 0.2 0.1 -1.1
C 2.7771 -7.2641 1.2802 0.4 -0.1 1.0
C 5.5109 4.0385 4.1693 0.1 -0.4 0.9
H -0.1512 -7.5795 5.0017 -0.6 1.0 0.0
O -0.9651 3.6721 3.1633 -1.0 -1.0 1.2
H 2.5574 6.3177 0.0917 -0.3 0.4 -0.6
C 6.7832 -0.3224 0.0432 -1.4 -1.5 0.6
O 1.5512 -5.7714 2.9395 0.0 -1.2 0.6
H -5.2827 -3.7610 3.8882 -0.1 0.2 -0.3
H 5.3978 1.4872 -2.7389 0.0 0.1 -0.2
H 5.0019 3.9380 -3.6991 -0.1 -0.4 -0.2
H 7.0900 2.7038 4.2951 0.1 -0.2 -0.1
H -0.5415 7.2126 -2.9414 0.1 0.8 1.0
H -6.0439 -3.0807 -4.7253 0.7 -0.7 0.5
H 2.9627 -1.4509 4.0120 0.1 -0.2 -0.6
H 4.2770 -2.3525 -6.1187 -0.1 0.3 0.0
H 4.2165 0.1235 -0.5816 0.1 -0.7 -0.6
H 3.7335 2.0799 2.6833 0.2 0.5 0.4
C -7.9447 -1.4600 -0.4141 -0.9 0.4 -0.7
O -5.5905 -0.7288 4.6715 4.3 -1.3 -0.3
C 2.5263 1.9901 -6.2186 0.6 -0.4 1.0
H -1.3589 -2.6333 3.5525 -0.1 0.6 -0.3
O -3.6556 -2.6238 4.3755 -0.5 -0.5 0.1
C -5.1171 1.3396 -1.5104 -0.2 -0.4 -0.6
H 3.3829 -1.3787 -4.1648 -0.5 0.4 0.1
C 1.0847 2.4685 -6.2822 0.3 0.0 -0.6
H 2.9146 -1.2911 -1.8442 -0.3 0.4 -0.6
H -5.4490 7.4875 1.3638 0.5 -0.6 -0.3
O -6.5365 -1.6815 -0.5967 -0.6 -0.7 -1.0
C 3.6619 -2.2570 -3.5828 -0.1 0.8 1.0
H 1.9110 -4.1301 -0.2093 0.1 -0.2 -0.2
H -3.5440 -1.6747 -0.2994 -1.1 0.8 -0.2
H 1.9881 -8.0049 1.4099 0.0 -0.4 -0.8
O 0.7293 -0.3448 -0.0841 -0.1 1.8 -1.5
H -2.3218 5.7969 5.3971 -0.5 -0.3 0.3
H -3.5034 -7.6013 2.5459 -0.2 0.5 0.8
H -1.5185 5.9184 -4.7034 -0.7 -0.6 0.6
H -0.1549 -3.8603 1.2443 0.3 0.8 0.4
O 3.3210 -3.7691 -7.5018 -0.6 -0.1 -0.7
H -1.7717 -4.2475 1.4788 -0.6 -0.8 -0.5
H 0.9141 2.4544 -7.3587 -0.8 0.8 -0.3
H 7.8619 -0.4786 0.0312 -0.1 0.4 -0.9
H -7.5973 4.7276 1.0282 -0.5 -0.1 -0.6
H 4.1483 6.0327 4.6508 0.3 -0.1 0.2
O -4.6646 -2.2555 -2.0821 -1.7 0.4 -0.3
H -0.3792 -0.8211 1.5209 0.4 0.0 0.5
H 0.8182 -0.9817 -5.0518 -1.1 0.0 0.3
C -3.2613 1.0855 3.3719 0.9 0.7 0.5
C 4.6358 1.8209 -2.0346 -0.2 -0.5 1.8
C -2.1251 -8.8958 1.7798 -0.5 -0.1 -0.8
C -3.9423 5.7136 -1.0586 -0.9 0.4 0.2
O 0.8421 3.6800 -5.5928 1.4 0.6 -1.8
H 4.8110 6.2631 -3.3261 -0.5 -0.4 -0.4
C -4.7266 7.9069 2.0641 -0.7 -0.9 -0.4
O -1.2299 0.5714 -1.5799 1.4 -0.7 0.0
H 4.0460 3.8571 -5.5213 0.1 0.4 0.1
H -2.6126 -7.0962 -0.3881 0.2 -0.1 -0.7
O 0.5545 -3.2399 4.0381 -0.1 0.7 -0.9
H 2.3567 -4.6709 4.4994 0.0 0.2 0.1
H 0.5536 2.9600 -2.6716 -0.6 0.1 -0.1
C -1.2947 4.3211 4.3618 0.0 0.5 0.2
C -3.7069 -2.4102 -1.0872 2.7 -1.0 0.8
H -8.5544 -2.1646 -0.9796 0.1 -0.6 0.5
C -0.5108 5.5173 -4.8126 -0.3 -0.2 -0.6
H 2.5221 0.9364 -6.4973 -0.1 0.0 -0.5
Cl -0.2516 -1.3954 -7.2066 1.2 -0.7 1.6
H 0.4411 1.6881 -5.8761 0.0 -0.4 0.2
H 3.9098 -5.1930 -6.0028 -0.5 -0.6 -0.5
H -0.7037 3.3367 -4.6314 -1.4 0.4 0.7
H 4.0186 0.4230 2.8750 1.2 -0.3 -0.4
O 1.1365 0.2847 -2.5410 -0.7 0.7 1.4
C -2.5531 8.5305 2.4665 0.9 1.0 0.4
O 3.3815 -0.0225 5.3828 0.6 1.1 -0.8
C 2.9158 1.0300 4.4268 3.1 -0.4 1.7
H 4.6767 1.5361 0.1863 0.5 0.6 0.2
H -5.1687 8.8963 2.1810 0.9 0.7 0.2
H -4.1333 0.8456 6.5157 0.2 0.5 -0.3
O -4.9376 5.0416 -0.1328 1.2 -1.5 -2.1
H -0.6085 -5.0383 3.8055 0.4 -0.1 -0.8
C -0.1768 4.3542 2.2400 -1.2 0.2 -0.1
P -6.1155 -2.8030 -1.6878 0.2 -1.4 1.0
O -1.3249 -8.0226 0.9232 0.7 -1.3 1.6
H -0.0871 -1.2868 3.6198 -0.1 -0.4 -0.1
H -4.8492 7.3656 3.0023 0.0 0.0 0.1
C 4.0678 -9.0424 0.2628 1.3 0.5 0.1
H 3.5282 -5.8215 2.7363 0.6 0.2 -0.6
H -0.7612 -2.0405 5.0936 -0.2 0.3 0.1
H -1.6261 -9.7628 2.2126 1.1 0.1 -1.1
C 3.9419 3.8732 -6.6062 -0.2 0.7 0.8
H -0.2698 -4.5001 5.3585 0.3 -0.4 0.7
H -1.4702 -2.8952 0.4347 0.3 0.0 -0.2
H -2.4752 0.6508 7.1213 0.0 -0.3 -0.1
H -3.9169 -0.2339 7.7384 0.5 -0.8 0.2
H 6.2099 -1.1964 -0.2660 0.7 -1.1 0.6
H 1.9784 -2.4706 0.2754 0.3 0.4 -0.2
C 0.3359 -0.0425 1.2550 -1.4 0.9 0.2
H 0.1653 -5.9467 0.5825 0.0 -1.2 0.4
C 4.0632 1.3591 3.4316 0.0 -1.1 -0.9
H -1.2064 3.7723 -6.2069 0.2 0.9 -0.5
H -1.2869 0.7209 -3.8155 0.2 -1.2 0.4
H 2.7988 4.7314 -0.6274 0.3 -0.1 0.4
H 4.5486 -8.8709 -0.7003 0.1 0.6 -0.1
P -5.7879 3.7594 -0.7249 1.5 -0.1 -0.2
C 0.1407 -3.1174 -4.8887 -0.1 1.2 -0.3
O -6.8028 4.1015 -1.7322 0.5 -0.1 0.1
H -1.2378 -8.8739 5.0645 -0.2 -0.5 -0.3
C -2.1995 5.5496 4.3426 0.9 1.0 0.2
H -0.1595 6.3009 -5.4839 0.9 -0.4 -0.6
O 0.5312 2.1924 -0.7685 1.2 -2.8 1.1
C 4.3448 4.0732 -2.8399 -0.1 1.4 0.5
Cl -1.6211 -2.7616 -4.4793 1.1 -0.8 -0.2
O 0.2216 5.5668 -3.6063 0.3 -2.2 -1.0
H 3.2888 -2.0036 5.5429 0.7 -0.3 0.2
O 3.5715 2.6004 -7.0004 -1.3 -1.4 -0.4
C -2.2271 7.9677 3.8959 -1.3 -1.5 -1.4
H 1.2451 4.0767 -1.6173 0.8 -0.7 0.9
C -1.0995 -3.8850 0.7010 1.0 0.7 1.1
C -3.3903 0.1229 6.8532 -1.5 1.7 0.5
P -4.0958 -1.1162 4.5774 -1.5 3.2 0.2
H -4.2570 1.5226 3.4461 -0.1 -0.3 -0.1
H 2.0201 0.5924 3.9861 0.0 0.7 -0.5
H 0.3609 -4.0483 -5.4111 -1.0 0.1 -0.6
H 0.6871 -3.3262 -3.9689 -0.2 0.8 0.2
C -0.8112 -8.1615 4.3584 0.9 0.0 0.2
C 3.6928 -1.3069 4.8085 -2.6 0.4 0.1
H 3.6412 1.5633 -2.3987 -0.2 0.2 -0.2
H -3.8265 -3.3603 -0.5664 0.0 -0.2 -0.1
H 1.1366 0.1731 1.9625 0.5 -1.0 -0.4
O 4.2789 4.2564 3.5748 -1.3 -0.4 -0.8
C 2.6062 -3.3143 -0.0113 1.0 0.0 -1.4
O 5.4416 1.5709 3.9459 -1.6 0.0 0.1
O -4.6500 2.6304 -1.2201 -1.1 3.2 2.0
H 4.6718 -1.5995 4.4290 0.4 0.8 0.4
H 2.9480 -7.1527 3.5103 -0.3 -1.1 -0.3
H -0.2215 -6.2966 -1.1272 -0.3 -1.2 0.3
H -2.7399 -2.4175 -1.5902 0.0 -0.3 -0.1
C 0.4669 6.8429 -3.1271 -1.0 0.4 -0.5
H -1.7018 8.6711 4.5419 0.3 0.1 -0.3
H -3.1844 7.7750 4.3801 -0.2 0.1 0.2
C -1.8624 0.8111 -2.8942 -0.3 1.5 1.8
H -1.6498 8.7667 1.9040 0.3 -0.4 0.1
C 2.7131 -6.5388 2.6407 1.5 1.7 0.7
H -0.8797 4.8993 1.6100 0.3 0.4 -0.5
O 4.7487 3.2307 -1.7552 -0.1 0.0 -0.2
H -0.3960 4.5303 4.9420 0.4 0.5 -0.1
C 4.2644 -4.3635 -6.6145 -0.9 0.3 0.3
C -4.6951 -3.5221 4.7746 -2.4 -1.0 -0.8
H -3.2344 -8.8547 3.7743 0.0 -0.7 -0.5
O -0.8108 -4.6286 -0.4383 -2.2 -0.6 -0.6
C -7.4909 3.6642 1.2428 0.4 1.1 1.4
C 0.2032 -4.5931 4.3809 -0.1 1.9 1.4
C -0.4898 -2.2035 4.0506 0.7 -2.3 0.8
O -3.3824 7.8050 1.5824 -1.0 0.1 1.0
H 5.1371 -4.6649 -7.1939 0.3 0.1 0.3
H 0.4307 5.0955 2.7592 0.7 -0.2 -0.3
H -3.0348 9.5012 2.5839 0.0 0.4 0.4
H -6.0542 1.1042 -1.0059 -0.1 0.0 -0.1
H 5.4849 -3.1934 -5.2089 0.3 -0.4 -0.2
H 1.7667 -2.4941 -2.3079 0.1 -0.4 -0.4
H 4.7321 -9.7610 0.7429 -0.4 -0.3 0.2
O 4.1047 -7.8554 1.1082 -1.9 -0.8 -0.3
H -8.2720 -0.5446 -0.9070 0.6 0.5 0.1
C 6.1847 2.7925 3.6945 -1.2 -1.3 -0.3
H 2.7964 1.9133 -5.1654 0.5 0.5 0.4
H 4.1291 5.6827 0.1013 0.5 -0.2 -0.5
H 4.1064 6.1348 2.8974 0.1 0.4 -0.1
H -3.0504 6.0527 -0.5317 -0.6 0.1 0.8
H 3.2931 3.9043 -3.0710 -0.1 -0.3 -0.4
H 1.6366 -6.1478 5.0916 -0.3 -0.5 -0.3
H -2.6156 1.4773 4.1579 -0.3 0.0 0.5
O 6.2449 0.5978 -0.8468 1.5 1.5 -0.2
H -4.4968 6.5445 -1.4949 0.2 0.2 0.2
H 6.5664 -0.1747 1.1011 -0.4 0.6 0.2
H -7.0222 -4.3855 -3.8097 0.4 0.1 -0.1
O -3.1780 -0.8242 5.8593 -0.1 -1.1 -0.4
H -2.0520 1.8830 -2.8388 -0.5 0.1 -0.2
H 5.3000 3.8862 5.2278 0.4 0.2 0.5
H 3.1926 4.6144 -6.8842 -0.1 0.2 0.1
H 0.8434 7.4969 -3.9137 0.6 0.1 -0.1
H -8.3845 3.0595 1.0883 0.1 0.2 0.1
H -5.2150 1.3660 -2.5956 -0.3 -0.9 0.0
H -0.3988 3.8454 -1.3455 -0.4 -0.1 -0.7
O -1.7787 -7.4237 3.6651 -0.7 0.2 0.1
C 3.2356 5.7244 -0.5216 -0.6 -0.1 -0.3
H -2.8066 0.2943 -2.7223 0.2 -0.2 -1.1
H -4.5371 -4.5284 5.1624 1.8 0.3 0.2
H -2.8933 -9.2457 1.0903 -0.5 -0.5 0.4
C -1.8925 -6.8401 0.3890 0.5 -0.2 -0.4
H -5.4433 -3.1123 5.4532 0.4 0.6 0.1
P 0.3535 0.6463 -1.3169 0.4 0.5 -1.3
H 1.7196 -4.1820 -8.8326 0.6 0.6 -0.2
C 2.8370 -2.2904 -2.2726 1.1 -0.1 1.5
H -7.6531 -3.1254 -4.8915 -0.9 0.2 0.7
H 5.2672 5.6800 -1.7572 0.8 -0.2 -0.2
O -6.1252 -4.2292 -1.1692 -0.3 2.8 -1.4
O 3.4148 6.2678 -1.8444 -0.7 -0.1 0.7
H -1.8086 3.6221 5.0216 -0.3 -0.4 -0.3
H 4.6593 -2.0086 -3.2203 0.6 -0.4 -0.1
H 1.7678 -2.0272 -5.8325 -0.2 -0.7 -1.0
O 3.6136 -3.3675 -4.4170 -0.1 -1.7 -1.3
H 0.2568 3.5401 1.6592 0.8 0.5 -0.1
C -0.6333 -6.0251 -0.1552 -0.4 1.6 0.3
C 0.7034 -1.8919 -5.6405 0.2 0.2 0.0
O -6.3818 3.1192 0.5945 1.5 -0.7 -1.6
H 1.9145 -5.1879 -7.4857 -0.1 -0.7 -0.1
H -2.7238 1.4659 2.5033 -0.4 -0.5 -0.5
O -1.5495 6.7174 3.7817 0.5 -0.2 -0.4
H 3.0785 -5.3679 -8.8341 0.0 0.0 -0.1
O -6.9804 -2.4623 -3.0135 0.2 0.0 1.4
```
Positions in Å, forces in eV/Å.

Summary:
HOMO level (alpha / beta), eV: 0.564 / -7.539
⟨S²⟩: 0.7505
Kohn-Sham gap (alpha / beta), Eh: 0.0491 / 0.3459
Total charge: -1
2S+1: 2
Energy, eV: -198254.6642
Lowest unoccupied orbital energy (alpha / beta), eV: 1.900 / 1.872